# C20H40AsMnN5O3

C20H40AsMnN5O3 as an isolated structure (the ωB97M-V functional and the def2-TZVPD basis, the OMol25 dataset).

Last column: Mulliken charge in e.
CARTESIAN COORDINATES (ANGSTROEM)
Mn 0.066260 -0.585453 0.486439  1.080
O 2.304757 -1.072187 0.627930  -0.366
C 2.822258 -1.215861 1.966327  -0.410
C 3.017523 0.126486 2.654311  -0.720
C 1.723467 0.949139 2.669241  -0.925
C 0.603051 0.229923 3.367222  0.613
C 0.567207 0.132255 4.752127  -0.678
C -0.498301 -0.500062 5.367607  -0.576
C -1.513341 -1.023892 4.576845  -0.688
C -1.395893 -0.924507 3.208642  -0.728
N -0.358550 -0.321364 2.607133  0.944
H 2.967053 -0.630033 0.084511  0.258
H 3.762338 -1.768215 1.939442  0.437
H 2.084307 -1.819621 2.497748  0.130
H 3.798137 0.696271 2.145784  0.407
H 3.363235 -0.062471 3.672436  0.455
H 1.421108 1.182282 1.644680  0.011
H 1.904825 1.902105 3.166864  0.532
H 1.366520 0.569337 5.335892  0.531
H -0.544410 -0.574935 6.445694  0.450
H -2.373863 -1.507910 5.015835  0.478
H -2.149132 -1.340740 2.551769  0.333
N -2.149796 -0.291605 -0.492305  -0.413
C -2.291931 1.084881 -1.006374  0.230
C -3.010073 1.932106 0.051342  -0.788
C -3.214014 3.422138 -0.251666  -1.367
C -4.060817 3.746814 -1.485155  -0.974
N -3.246891 3.660450 -2.692869  0.100
C -3.653223 3.946201 -3.910391  0.771
N -4.916679 4.305188 -4.158432  -0.361
N -2.786097 3.844146 -4.926087  -0.367
C -0.871833 1.635816 -1.310026  0.230
O -0.756771 2.606368 -2.058621  -0.882
O 0.075269 1.031151 -0.721352  -0.780
H -2.070570 -0.932315 -1.271008  0.157
H -2.974581 -0.556718 0.034307  0.164
H -2.847997 1.094715 -1.946800  0.459
H -2.437254 1.846972 0.979777  0.194
H -3.990395 1.478579 0.232888  0.549
H -2.248361 3.920968 -0.348605  0.417
H -3.712961 3.859424 0.612307  0.461
H -4.449342 4.763597 -1.382661  0.722
H -4.914499 3.063011 -1.554089  0.461
H -2.265335 3.348685 -2.559163  0.194
H -5.568040 4.462726 -3.410420  0.199
H -5.201598 4.564746 -5.086436  0.204
H -1.817276 3.644907 -4.739020  0.188
H -3.044528 4.106331 -5.860147  0.191
C 2.179275 -3.234679 -1.841847  -1.045
C 0.734618 -3.722668 -1.759820  -0.799
As -0.232880 -3.053295 -0.181672  0.399
C -2.063461 -3.621762 -0.666049  -0.507
C -2.255906 -5.123689 -0.844481  -1.398
C 0.314732 -4.411033 1.127575  -0.836
C -0.270166 -4.171655 2.516046  -0.952
H 2.667235 -3.650348 -2.722778  0.427
H 2.752881 -3.541923 -0.967023  0.291
H 2.215933 -2.148572 -1.919493  0.155
H 0.703776 -4.810868 -1.715986  0.464
H 0.181728 -3.409409 -2.646859  0.486
H -2.290581 -3.109345 -1.605033  0.480
H -2.751820 -3.239353 0.090891  0.348
H -1.545923 -5.536428 -1.560902  0.336
H -3.259053 -5.321693 -1.220490  0.417
H -2.145707 -5.655621 0.099907  0.330
H 1.405561 -4.391566 1.163051  0.492
H 0.018421 -5.385161 0.740347  0.649
H 0.075374 -3.221544 2.926516  -0.020
H 0.028441 -4.962566 3.203097  0.466
H -1.362042 -4.150752 2.486333  0.292

Force components x, y, z for each atom (eV/Å):
-0.599 0.352 -0.686
-0.789 0.236 0.204
0.211 0.095 0.295
-0.193 -0.094 -0.197
0.066 -0.096 0.041
-0.011 0.139 -0.025
-0.090 0.039 0.029
0.034 0.017 -0.077
-0.035 0.007 0.047
-0.048 0.037 -0.040
0.197 -0.448 -0.871
-0.077 0.131 -0.134
-0.054 -0.057 -0.090
0.032 -0.043 -0.043
0.038 -0.007 0.038
0.035 0.013 0.005
0.022 0.132 0.029
-0.016 0.007 -0.007
-0.014 0.022 -0.003
-0.003 -0.001 0.002
0.001 -0.014 -0.022
0.013 -0.030 -0.009
0.587 0.102 0.530
0.410 0.139 0.029
0.033 0.064 -0.114
0.020 -0.154 -0.092
-0.046 0.017 0.092
0.351 -0.132 0.186
0.010 -0.003 -0.138
0.090 0.007 0.004
-0.082 -0.004 0.062
-0.930 0.083 -0.021
-0.072 -0.150 0.061
1.180 -0.531 0.543
-0.089 -0.124 -0.019
-0.050 -0.065 -0.030
-0.081 -0.019 0.020
-0.043 0.000 0.037
0.011 -0.021 0.022
-0.013 0.067 0.043
0.011 0.030 0.008
-0.001 -0.007 -0.017
0.008 0.007 0.002
-0.110 0.018 -0.020
-0.003 -0.022 0.012
-0.039 0.032 0.003
0.005 -0.004 -0.014
0.026 0.011 -0.032
-0.126 -0.063 0.028
0.154 0.325 0.031
-0.038 -0.529 0.125
0.123 0.119 0.135
0.087 0.075 0.030
-0.029 0.230 0.124
-0.004 0.008 -0.147
0.004 -0.003 0.007
0.035 0.041 -0.003
0.065 0.035 -0.015
-0.097 -0.011 0.049
-0.072 -0.013 0.032
-0.004 0.036 0.022
0.013 0.048 -0.009
-0.024 -0.041 0.008
0.000 -0.036 0.005
-0.004 -0.024 -0.022
0.008 0.009 -0.067
0.026 0.024 -0.089
-0.018 -0.001 0.050
-0.008 -0.005 0.006
0.003 -0.004 0.054

Summary:
Energy above the lowest of the compared OMol25 structures with the same formula, charge and spin in kJ/mol: 0.0
HOMO-LUMO gap (alpha / beta) in eV: 9.280 / 9.502
HOMO (alpha / beta) in eV: -14.3815 / -14.3818
Spin multiplicity: 2
Total charge: +2